{
  "formula": "C22H28N4O2",
  "method": "ωB97M-V/def2-TZVPD",
  "gap_ev": 7.897,
  "molar_mass_g_mol": 380.49,
  "fmax_ev_per_a": 19.83,
  "e_lumo_ev": 0.52,
  "relative_energy_kcal_mol": 552.7,
  "energy_ev": -33301.8666,
  "homo_ha": -0.2711,
  "species": ["C", "H", "O", "C", "C", "C", "C", "C", "C", "H", "H", "C", "C", "C", "N", "C", "C", "H", "H", "C", "N", "C", "C", "C", "N", "H", "H", "N", "C", "O", "C", "C", "C", "H", "H", "H", "H", "H", "H", "C", "C", "H", "H", "H", "H", "H", "H", "H", "H", "H", "H", "H", "H", "H", "H", "H"],
  "positions_angstrom": [[-2.864398, -3.937263, -0.189596], [-2.873578, -4.272395, -1.317421], [-1.447056, -4.070304, 0.169830], [-0.542470, -3.454964, -0.364472], [0.689316, -3.768973, 0.085493], [1.679273, -2.922779, -0.127888], [1.501994, -2.029644, -1.041109], [0.324802, -1.778023, -1.948104], [-0.795354, -2.506736, -1.490766], [-1.657241, -2.428601, -1.884236], [0.153630, -0.897807, -2.619618], [2.501250, -0.818234, -1.653167], [3.548775, -0.616805, -0.828130], [4.271241, 0.947172, -0.915390], [3.574929, 2.018331, -0.521935], [2.267255, 2.404897, -0.871132], [1.125428, 1.526881, -0.444644], [0.170369, 2.108287, -0.852378], [1.218938, 0.764640, -0.902559], [0.965901, 1.717922, 1.152643], [-0.010745, 0.653262, 1.353973], [-1.401314, 0.670117, 1.287805], [-1.759884, -0.502852, 1.697359], [-0.696409, -1.146111, 2.417570], [0.425006, -0.256549, 1.877972], [-0.479676, -2.108913, 2.750703], [-2.740679, -1.180091, 1.574356], [-1.913006, 1.740368, 0.408211], [-3.117200, 1.320601, -0.244988], [-3.464673, 0.213684, -0.479564], [-3.620377, 2.687935, -1.028331], [-2.834678, 3.730279, -1.548008], [-3.675536, 3.931390, -0.223121], [-4.632834, 4.342610, -0.373659], [-3.310493, 3.886932, 0.749746], [-3.043916, 4.440855, -2.307213], [-1.706714, 3.738878, -1.441127], [-4.479462, 2.333379, -1.333107], [-1.596684, 2.556481, 0.539942], [2.230419, 1.458735, 1.764028], [3.580630, 2.047627, 1.205236], [3.239920, 3.260369, 1.528318], [4.347525, 1.744640, 1.504800], [2.459020, 0.122501, 1.563612], [2.196397, 1.587173, 2.668911], [0.812342, 2.588662, 1.388385], [2.298580, 3.397994, -0.739183], [2.547918, 2.173292, -2.041342], [5.277583, 0.921250, -0.614145], [4.222913, 1.109168, -1.976600], [3.710770, -0.854410, 0.197261], [2.493787, -0.385262, -2.563489], [2.881704, -2.904407, 0.197889], [0.835757, -4.391614, 1.136145], [-3.080250, -2.951679, -0.076552], [-3.521308, -4.442934, 0.570400]],
  "atomic_forces_ev_per_a": [[1.9835, -2.7711, -1.5773], [-0.8551, 0.4380, 2.2999], [-7.7182, -4.6741, 4.2527], [2.2943, 4.1861, -5.7044], [0.2683, -3.0752, 5.7633], [7.1925, 0.3438, 0.8282], [-0.6689, 8.7197, -10.0445], [-1.1768, -1.9748, 4.2789], [8.1061, -1.1593, 3.3900], [-6.2634, 0.6114, -2.5792], [0.7664, -1.1581, 0.4654], [2.1095, -5.8123, 7.3474], [0.3073, 5.2923, -0.7357], [-1.1631, -5.0221, -3.7669], [0.2604, 2.6433, 9.6259], [2.1854, -4.6245, -5.6512], [-3.1190, 14.9931, 5.5559], [1.7282, -1.4665, 0.4464], [0.6509, -10.5996, -4.3842], [2.0119, -9.1742, -8.0409], [-4.9496, 9.4646, -2.2268], [2.0438, 5.7284, -4.0162], [-4.4784, -7.3898, 3.2071], [2.6604, 5.5511, -5.1900], [2.3451, -14.6217, 9.7016], [0.1310, -1.2431, 0.3214], [1.9827, 2.5789, 0.3618], [-4.6955, -12.5006, 0.5900], [3.6905, 6.0743, -2.4354], [-0.8140, -0.8214, 0.6361], [1.4665, -4.1204, 3.8016], [3.1116, 2.4806, 1.6290], [0.3560, -0.5514, -2.3976], [-0.7115, 1.1537, 0.1151], [0.8802, 0.2489, 1.3210], [-0.8742, -0.1075, -0.9497], [-1.3855, -0.4357, 0.1748], [-4.4081, -0.9299, -2.6967], [2.1452, 7.7959, 1.1424], [5.7304, -8.0266, -8.9887], [-16.0675, 9.1506, -7.1604], [2.2805, -2.7615, -1.1731], [11.6050, -4.6266, 4.9289], [-0.8316, 4.1070, 1.0051], [-0.1256, 1.1787, 9.9473], [-3.5247, 9.3198, 2.0884], [-1.0260, 3.7380, 0.6079], [-1.9688, 1.1136, 1.5933], [1.2336, 0.0995, 0.6764], [0.8285, -0.3851, -1.3263], [-0.4500, -1.4537, 0.4875], [-0.8471, 1.2702, -2.9564], [-3.5763, -0.6699, -0.0734], [-0.9214, 0.9818, -3.1240], [-0.8286, 3.1631, -0.2564], [1.0935, -0.2699, -1.1351]]
}